No. 1
Computed, not measured: C5H12NO7V as an isolated structure, with wB97M-V/def2-TZVPD.

Computed properties:
total charge: -2
DFT total energy: -46876.2091 eV
ΔE to the lowest compared entry with this formula, charge and spin: 932.0 kJ/mol
max |F|: 5.591 eV Å⁻¹
HOMO: -0.464 eV
Kohn-Sham gap: 2.1099 eV

Geometry as XYZ:
```
26
Properties=species:S:1:pos:R:3:forces:R:3
O -1.027052 -0.079984 -1.848470 -0.3 0.8 1.2
V -1.289207 1.019106 -0.685976 0.7 -2.8 -0.5
O -1.594739 2.362916 -1.408576 -0.4 1.8 -0.5
O -6.212713 -2.634426 5.346439 -1.2 1.4 -3.7
C -6.898356 -2.053486 4.189865 1.3 -1.6 5.2
C -6.111017 -1.506962 2.840599 3.5 1.9 -0.2
O -4.926473 -0.742394 2.958311 -3.1 -1.8 0.3
H -7.436006 -1.230978 4.661588 0.2 1.0 -0.6
H -7.678871 -2.777324 3.955467 0.1 -0.2 -1.2
H -6.848057 -0.915228 2.297731 -0.6 0.0 0.1
H -5.860386 -2.407973 2.280720 -0.1 -0.5 0.1
C 4.000067 -2.397236 1.739213 1.4 -0.6 -1.7
C 3.923029 -1.011921 2.249791 -3.2 1.1 1.8
O 2.640914 -0.445199 2.220603 1.7 -0.4 -0.3
H 5.072609 -2.590673 1.757909 0.5 -0.6 0.0
H 3.757064 -2.409580 0.676727 -0.5 -0.4 -0.1
H 3.519618 -3.187105 2.316589 -0.4 0.4 -0.1
H 4.748551 -0.371289 1.939627 0.4 0.3 -1.1
H 4.249362 -1.206195 3.271492 0.2 0.3 1.4
C 3.077081 3.752701 -6.301119 -0.6 -0.9 -0.8
N 3.907859 3.227918 -5.184503 -1.8 0.9 -0.3
O 5.070550 3.519130 -5.201036 1.3 -0.1 0.5
O 3.283479 2.588830 -4.366975 0.9 -0.2 0.3
H 2.184914 3.132321 -6.215895 -0.1 0.4 -0.4
H 3.619714 3.551759 -7.224839 -0.1 0.0 0.1
H 2.828065 4.813272 -6.265284 0.3 -0.1 0.6
```
Forces are in eV/Å.

Atom charges from the Löwdin analysis, given in e for atoms 1 to 6:
1 O -0.548
2 V 0.857
3 O -0.537
4 O -0.301
5 C -0.314
6 C -0.321

No. 2
Computed, not measured: one molecule with the formula C5H12NOPS, with wB97M-V/def2-TZVPD.

Computed properties:
total charge: 0
DFT total energy: -29037.2865 eV
multiplicity: 3
<S²>: 2.011
ΔE to the lowest compared entry with this formula, charge and spin: 4.5 kJ/mol
max |F|: 3.813 eV Å⁻¹
HOMO (spin up / spin down): -4.673 / -9.080 eV
Kohn-Sham gap (spin up / spin down): 5.4783 / 6.0396 eV

Geometry as XYZ:
```
21
Properties=species:S:1:pos:R:3:forces:R:3
C -1.208157 0.516361 0.325943 -3.0 -1.5 -0.9
C -1.404078 -0.985100 0.194250 -0.8 -2.4 -1.9
C -0.437631 0.969508 -0.901105 -0.5 0.0 1.9
C -0.072206 -1.500605 -0.432550 -0.1 0.5 -0.1
C 0.505281 -0.217108 -1.031007 -1.2 -0.7 -3.5
N 1.862641 0.643474 1.599206 0.0 1.6 -0.2
O 2.708925 1.503469 -0.665487 -1.8 0.5 0.5
P 2.370359 0.121540 0.080091 -1.3 -1.0 0.5
S 3.895870 -1.077659 0.046827 2.6 -1.0 -0.1
H -2.213423 0.911474 0.512583 0.4 0.7 -0.1
H -0.617528 0.611241 1.150582 1.4 0.8 2.5
H -1.661594 -1.589380 1.059902 0.1 0.5 0.7
H -2.262039 -1.350876 -0.519342 1.4 1.3 0.9
H -1.179398 0.980259 -1.672993 -0.1 0.3 -1.1
H -0.112189 2.019017 -0.654029 0.4 -1.0 -0.8
H 0.739970 -1.783322 0.348031 -1.3 -0.5 -0.9
H -0.328328 -2.297909 -1.250630 1.1 1.2 1.7
H 0.790373 -0.471168 -2.081001 0.5 0.8 0.8
H 1.160000 0.012313 1.957035 0.0 0.0 0.1
H 1.472457 1.592784 1.471070 0.2 -0.5 0.6
H 3.602929 1.593658 -0.902951 1.9 0.2 -0.5
```
Forces are in eV/Å.

Atom charges from the natural (NBO) analysis, given in e for atoms 1 to 6:
1 C -0.406
2 C -0.406
3 C -0.465
4 C -0.474
5 C -0.283
6 N -1.160

No. 3
Computed, not measured: a 2-piece molecular cluster, C5H12NOS overall, with wB97M-V/def2-TZVPD.

Computed properties:
total charge: -1
DFT total energy: -19752.8756 eV
ΔE to the lowest compared entry with this formula, charge and spin: 130.7 kJ/mol
max |F|: 3.794 eV Å⁻¹
HOMO: -3.009 eV
Kohn-Sham gap: 6.8414 eV

Geometry as XYZ:
```
20
Properties=species:S:1:pos:R:3:forces:R:3
C -1.419465 -1.118771 1.790534 1.1 -1.7 -3.2
C -1.018428 -1.767301 0.615193 0.1 0.7 2.4
O 0.226201 -1.614757 0.048800 -1.5 0.1 0.4
C -1.904076 -2.743005 -0.115862 -0.1 0.5 -0.7
H -2.422772 -1.385616 2.135411 0.5 0.6 0.3
H -0.683526 -0.401248 2.160508 -0.8 -0.1 0.5
H 0.639472 -0.796354 0.465353 0.3 -0.1 -0.1
H -2.868054 -2.903145 0.407739 0.6 0.2 -0.3
H -2.063962 -2.285418 -1.117112 -0.3 -0.4 0.5
H -1.434111 -3.712800 -0.324250 0.1 0.2 0.3
C 1.437264 1.711651 -1.275869 -0.8 -0.1 0.2
C 2.151313 1.964890 0.071294 -0.1 -0.2 -0.8
S 1.464302 0.963580 1.375241 -0.6 -0.7 0.9
N -0.035435 1.960505 -1.235244 1.0 0.1 -1.1
H 1.532597 0.658249 -1.534055 0.2 -0.2 0.1
H 1.878939 2.267487 -2.114108 -0.1 0.2 0.2
H 1.940800 3.011361 0.359232 0.9 -0.2 -0.3
H 3.213308 1.631192 0.008566 -0.5 1.0 -0.2
H -0.258119 2.941833 -1.365176 0.1 -0.1 0.4
H -0.376248 1.617665 -0.356196 -0.2 0.0 0.6
```
Forces are in eV/Å.

Atom charges from the natural (NBO) analysis, given in e for atoms 1 to 6:
1 C -0.612
2 C 0.353
3 O -0.760
4 C -0.665
5 H 0.188
6 H 0.244

No. 4
Computed, not measured: C5H12NP as an isolated structure, with wB97M-V/def2-TZVPD.

Computed properties:
total charge: 0
DFT total energy: -16155.1688 eV
ΔE to the lowest compared entry with this formula, charge and spin: 276.2 kJ/mol
max |F|: 4.347 eV Å⁻¹
HOMO: -8.798 eV
Kohn-Sham gap: 9.5831 eV

Geometry as XYZ:
```
19
Properties=species:S:1:pos:R:3:forces:R:3
C -1.807427 -0.585448 -1.188034 2.1 -0.9 2.6
C -1.437471 0.986251 0.672955 -0.3 1.6 -3.0
C -0.561060 -1.350686 1.014637 1.2 1.6 0.6
C 1.144298 1.148584 -0.961980 0.9 1.1 2.1
C -1.220435 -0.233064 0.185244 -1.0 -1.0 1.6
N 2.084132 1.150975 -0.074206 -2.4 2.9 -2.2
P 2.746252 -0.333758 0.192620 0.8 -2.4 1.5
H -2.121699 -1.595354 -1.320652 -0.5 -0.6 0.1
H -1.076737 -0.355216 -1.886627 1.7 -0.1 -1.7
H -2.484800 0.143953 -1.348140 -3.0 1.8 -0.7
H -1.852235 1.717247 -0.134934 0.3 -1.0 1.8
H -1.010018 1.468752 1.527394 0.1 -0.3 0.6
H 2.190023 -0.558243 1.536341 0.6 0.2 -0.8
H 0.061084 -0.927411 1.894984 -1.1 -0.3 -1.4
H 0.223261 -1.721307 0.287256 -1.1 -0.9 1.1
H -1.317005 -1.989285 1.556281 0.9 0.0 -1.4
H 0.522251 1.989796 -1.292638 0.8 0.4 0.4
H 0.764892 0.251642 -1.333028 -0.2 -1.8 -1.1
H 3.980173 0.126669 0.695266 0.1 -0.1 0.1
```
Forces are in eV/Å.

Atom charges from the natural (NBO) analysis, given in e for atoms 1 to 6:
1 C -0.645
2 C -0.424
3 C -0.679
4 C 0.013
5 C 0.043
6 N -0.739

No. 5
Computed, not measured: a 2-piece molecular cluster, C5H12NP overall, with wB97M-V/def2-TZVPD.

Computed properties:
total charge: 0
DFT total energy: -16154.0490 eV
structure (SMILES): C[PH]#CN.C=CC
ΔE to the lowest compared entry with this formula, charge and spin: 384.2 kJ/mol
max |F|: 5.366 eV Å⁻¹
HOMO: -7.682 eV
Kohn-Sham gap: 8.6646 eV

Geometry as XYZ:
```
19
Properties=species:S:1:pos:R:3:forces:R:3
C -0.697756 2.185371 1.449284 -3.0 0.3 -4.4
P -1.774756 0.639787 1.728978 0.3 1.7 0.4
C -1.777726 -0.016819 0.083916 -1.2 -0.9 -1.7
N -2.443750 -1.159236 0.052305 -0.3 0.1 -0.2
H 0.073782 2.008140 2.097094 2.2 0.5 1.5
H -1.244832 3.160592 1.466294 0.5 -0.9 0.9
H -0.400323 2.141510 0.305451 -0.2 -0.2 2.6
H -0.616577 -0.103474 1.720807 0.8 -0.9 0.7
H -2.588160 -1.714685 -0.804987 0.4 0.6 0.7
H -2.968280 -1.492131 0.867257 0.1 -0.2 -0.3
C 1.303506 1.001457 -0.923400 1.0 3.2 -0.7
C 0.967967 -0.015525 -1.668637 -2.5 0.1 -0.3
C 1.451238 -1.379939 -1.667122 1.3 -2.1 -0.7
H 2.177686 1.119834 -0.313085 0.5 -0.6 0.4
H 0.891307 2.038775 -1.153878 0.0 -1.7 0.4
H -0.001633 0.143372 -2.120931 0.0 0.0 -0.7
H 1.533014 -1.914008 -2.681914 -0.3 1.1 1.3
H 0.892349 -2.063281 -1.015463 -0.3 0.3 -0.1
H 2.447165 -1.345707 -1.252413 0.6 -0.4 0.1
```
Forces are in eV/Å.

Atom charges from the natural (NBO) analysis, given in e for atoms 1 to 6:
1 C -0.895
2 P 0.433
3 C -0.197
4 N -0.766
5 H 0.215
6 H 0.227

No. 6
Computed, not measured: a 2-piece molecular cluster, C5H12NP overall, with wB97M-V/def2-TZVPD.

Computed properties:
total charge: 0
DFT total energy: -16154.8408 eV
ΔE to the lowest compared entry with this formula, charge and spin: 307.8 kJ/mol
max |F|: 4.487 eV Å⁻¹
HOMO: -7.385 eV
Kohn-Sham gap: 8.3591 eV

Geometry as XYZ:
```
19
Properties=species:S:1:pos:R:3:forces:R:3
C -0.638512 0.435731 -0.265651 2.7 -1.7 0.4
C 2.185342 0.801487 -0.354626 0.7 1.4 0.2
C 1.679554 -1.730274 -0.302865 -0.3 0.9 1.5
C -3.416954 0.236241 0.248777 1.8 0.8 -0.7
C 1.443304 -0.282367 0.231775 -4.1 -1.5 -1.0
N -0.651361 1.648466 -0.366204 0.8 2.2 -0.1
P -1.895810 -0.818212 -0.441539 -0.9 0.0 1.4
H 2.447152 0.653553 -1.383043 -0.4 -0.2 -0.9
H 3.156470 0.821248 0.105278 0.7 0.4 0.6
H 1.693321 1.785554 -0.218421 0.2 -0.5 -0.1
H 2.761364 -1.937554 -0.123986 -0.5 0.0 -0.7
H 1.368522 -1.798158 -1.388415 0.4 -0.4 1.4
H 1.176801 -2.409512 0.465248 0.2 0.5 -1.7
H -3.063097 1.105853 0.896253 -0.3 -1.0 -1.1
H -4.036381 -0.361116 0.879452 -0.6 -0.6 0.1
H -3.936289 0.593568 -0.685772 0.3 -0.3 1.2
H 1.213903 -0.284894 1.295015 0.4 0.3 0.0
H -1.434450 2.273999 -0.567037 -0.2 -0.8 0.1
H -1.353420 -1.519648 0.730896 -0.9 0.5 -0.6
```
Forces are in eV/Å.

Atom charges from the natural (NBO) analysis, given in e for atoms 1 to 6:
1 C 0.017
2 C -0.686
3 C -0.665
4 C -0.881
5 C -0.102
6 N -0.715

Repeat the first record exactly.
Computed, not measured: C5H12NO7V as an isolated structure, with wB97M-V/def2-TZVPD.

Computed properties:
total charge: -2
DFT total energy: -46876.2091 eV
ΔE to the lowest compared entry with this formula, charge and spin: 932.0 kJ/mol
max |F|: 5.591 eV Å⁻¹
HOMO: -0.464 eV
Kohn-Sham gap: 2.1099 eV

Geometry as XYZ:
```
26
Properties=species:S:1:pos:R:3:forces:R:3
O -1.027052 -0.079984 -1.848470 -0.3 0.8 1.2
V -1.289207 1.019106 -0.685976 0.7 -2.8 -0.5
O -1.594739 2.362916 -1.408576 -0.4 1.8 -0.5
O -6.212713 -2.634426 5.346439 -1.2 1.4 -3.7
C -6.898356 -2.053486 4.189865 1.3 -1.6 5.2
C -6.111017 -1.506962 2.840599 3.5 1.9 -0.2
O -4.926473 -0.742394 2.958311 -3.1 -1.8 0.3
H -7.436006 -1.230978 4.661588 0.2 1.0 -0.6
H -7.678871 -2.777324 3.955467 0.1 -0.2 -1.2
H -6.848057 -0.915228 2.297731 -0.6 0.0 0.1
H -5.860386 -2.407973 2.280720 -0.1 -0.5 0.1
C 4.000067 -2.397236 1.739213 1.4 -0.6 -1.7
C 3.923029 -1.011921 2.249791 -3.2 1.1 1.8
O 2.640914 -0.445199 2.220603 1.7 -0.4 -0.3
H 5.072609 -2.590673 1.757909 0.5 -0.6 0.0
H 3.757064 -2.409580 0.676727 -0.5 -0.4 -0.1
H 3.519618 -3.187105 2.316589 -0.4 0.4 -0.1
H 4.748551 -0.371289 1.939627 0.4 0.3 -1.1
H 4.249362 -1.206195 3.271492 0.2 0.3 1.4
C 3.077081 3.752701 -6.301119 -0.6 -0.9 -0.8
N 3.907859 3.227918 -5.184503 -1.8 0.9 -0.3
O 5.070550 3.519130 -5.201036 1.3 -0.1 0.5
O 3.283479 2.588830 -4.366975 0.9 -0.2 0.3
H 2.184914 3.132321 -6.215895 -0.1 0.4 -0.4
H 3.619714 3.551759 -7.224839 -0.1 0.0 0.1
H 2.828065 4.813272 -6.265284 0.3 -0.1 0.6
```
Forces are in eV/Å.

Atom charges from the Löwdin analysis, given in e for atoms 1 to 6:
1 O -0.548
2 V 0.857
3 O -0.537
4 O -0.301
5 C -0.314
6 C -0.321

Question: max |F| of number 4 (C5H12NP)?
Answer: 4.347 eV Å⁻¹

Question: Among the records above, which one has the lowest DFT total energy?
Answer: C5H12NO7V

Question: Which value of ΔE to the lowest compared entry with this formula, charge and spin does entry 2 give?
Answer: 4.5 kJ/mol